No. 1
ORCA calculation (ωB97M-V with the def2-TZVPD basis set) on a molecular structure, C55H44ClIIrN3O3P2S.

Element x y z (Å)
Ir  0.407  -0.748  -0.042
C  1.625  3.566  -1.670
C  1.936  3.254  -0.258
N  2.890  3.928  0.358
C  3.223  3.629  1.616
C  2.635  2.571  2.376
C  3.134  2.297  3.785
O  4.237  3.074  4.154
C  1.618  1.862  1.790
C  0.864  0.861  2.553
N  0.010  0.027  2.080
C  -0.801  -0.732  2.993
C  -0.820  -0.500  4.373
C  -1.637  -1.228  5.219
C  -2.483  -2.207  4.715
C  -2.514  -2.437  3.351
C  -1.680  -1.701  2.527
I  -1.791  -2.143  0.491
C  1.230  2.175  0.444
O  0.299  1.528  -0.099
H  2.371  4.253  -2.059
H  0.639  4.038  -1.741
H  1.582  2.658  -2.272
H  3.980  4.258  2.066
H  3.333  1.225  3.899
H  2.342  2.566  4.489
H  5.044  2.781  3.716
H  1.051  0.877  3.621
H  -0.199  0.268  4.811
H  -1.615  -1.021  6.280
H  -3.122  -2.779  5.373
H  -3.175  -3.189  2.939
O  0.777  0.565  -2.503
S  -0.601  0.125  -2.122
C  -0.885  -1.185  -3.266
C  -1.860  -1.199  -4.247
C  -1.851  -2.250  -5.158
C  -0.882  -3.240  -5.077
C  0.073  -3.219  -4.063
C  0.061  -2.194  -3.129
P  1.253  -2.140  -1.750
C  1.225  -3.822  -1.078
C  2.334  -4.293  -0.369
C  2.288  -5.530  0.256
C  1.130  -6.294  0.203
C  0.021  -5.831  -0.493
C  0.064  -4.596  -1.124
C  2.898  -1.918  -2.446
C  3.566  -3.032  -2.962
C  4.795  -2.868  -3.582
C  5.379  -1.611  -3.658
C  4.722  -0.503  -3.138
C  3.482  -0.651  -2.537
C  -1.644  1.501  -2.539
C  -1.433  2.002  -3.823
C  -2.133  3.126  -4.219
C  -3.040  3.718  -3.346
C  -3.214  3.215  -2.064
C  -2.495  2.105  -1.618
P  -2.711  1.470  0.098
C  -4.524  1.466  0.286
C  -5.235  2.604  0.676
C  -6.621  2.579  0.727
C  -7.310  1.413  0.414
C  -6.610  0.278  0.035
C  -5.223  0.302  -0.019
C  -2.163  2.815  1.194
C  -1.438  3.925  0.773
C  -1.017  4.881  1.693
C  -1.285  4.714  3.042
C  -1.998  3.599  3.472
C  -2.438  2.655  2.554
H  -2.590  -0.405  -4.327
H  -2.602  -2.286  -5.936
H  -0.869  -4.040  -5.805
H  0.813  -4.008  -4.004
H  3.243  -3.704  -0.329
H  3.159  -5.904  0.779
H  1.094  -7.257  0.696
H  -0.874  -6.436  -0.550
H  -0.802  -4.249  -1.676
H  3.140  -4.023  -2.883
H  5.296  -3.727  -4.009
H  6.346  -1.492  -4.129
H  5.174  0.478  -3.208
H  2.953  0.215  -2.164
H  -0.725  1.526  -4.489
H  -1.971  3.535  -5.208
H  -3.612  4.580  -3.667
H  -3.926  3.686  -1.399
H  -4.712  3.518  0.933
H  -7.161  3.472  1.013
H  -8.389  1.387  0.482
H  -7.146  -0.631  -0.207
H  -4.683  -0.601  -0.287
H  -1.225  4.062  -0.282
H  -0.490  5.764  1.351
H  -0.949  5.451  3.759
H  -2.220  3.472  4.524
H  -3.022  1.804  2.889
Cl  2.769  -3.860  3.940
C  3.023  -2.662  2.746
C  4.259  -2.057  2.574
C  4.399  -1.104  1.575
C  3.312  -0.776  0.789
N  2.119  -1.360  0.972
C  1.973  -2.295  1.926
H  5.091  -2.330  3.210
H  5.351  -0.622  1.400
H  3.387  -0.049  -0.007
H  1.003  -2.761  2.034

Output
gap between HOMO and LUMO (alpha / beta): 4.8 / 4.2 eV
spin multiplicity: 2
ΔE to the lowest compared entry with this formula, charge and spin: 36.4 kcal per mole
<S²>: 0.795
total charge: +3

Atomic partial charges in e from the Mulliken method, atoms 1 to 8: Ir 2.585; C -0.832; C 0.566; N -0.586; C -0.967; C 0.315; C -0.736; O -0.575

No. 2
ORCA calculation (ωB97M-V with the def2-TZVPD basis set) on a molecular structure, C55H45N12O2PSSeZr.

Element x y z (Å)
Zr  0.128  -0.202  -0.304
C  1.406  2.924  7.680
O  1.055  2.055  6.582
C  0.054  1.166  6.747
C  -0.826  0.989  7.850
C  -1.610  -0.133  7.940
C  -1.557  -1.160  6.949
C  -0.787  -0.987  5.824
C  0.013  0.137  5.686
N  0.860  0.335  4.578
N  1.300  -0.791  4.121
C  2.256  -0.801  3.113
C  2.058  -0.125  1.886
O  0.874  0.340  1.525
C  3.161  0.118  1.023
C  4.390  -0.414  1.227
C  4.588  -1.133  2.418
C  5.877  -1.652  2.532
C  6.232  -2.453  3.599
C  5.242  -2.799  4.509
C  3.915  -2.337  4.346
C  3.501  -1.531  3.257
H  1.645  2.308  8.581
H  2.337  3.435  7.428
H  0.566  3.615  7.934
H  -0.677  1.659  8.681
H  -2.426  -0.269  8.631
H  -2.025  -2.114  7.165
H  -0.753  -1.634  4.898
H  2.933  0.587  0.028
H  5.254  -0.252  0.520
H  6.584  -1.457  1.667
H  7.218  -2.961  3.695
H  5.474  -3.511  5.293
H  3.247  -2.600  5.184
N  -4.397  2.608  1.075
C  -5.405  1.942  0.455
C  -4.967  1.594  -0.803
N  -3.610  1.909  -0.919
C  -3.288  2.449  0.265
C  -2.020  2.867  0.633
N  -0.858  2.358  0.091
C  0.150  3.249  0.565
C  -0.425  4.229  1.363
N  -1.772  3.967  1.390
H  -4.431  3.007  2.056
H  -6.431  1.847  0.841
H  -5.314  0.924  -1.568
H  1.161  3.001  0.272
H  0.034  5.120  1.793
H  -2.428  4.594  1.863
S  -1.899  -0.882  1.410
C  -2.355  -2.317  0.513
N  -2.978  -3.374  1.084
N  -3.507  -4.131  0.142
C  -4.631  -4.889  0.457
C  -4.709  -6.218  -0.067
C  -5.841  -6.939  0.323
C  -6.776  -6.489  1.267
C  -6.591  -5.217  1.830
C  -5.497  -4.406  1.470
N  -1.987  -2.405  -0.758
N  -1.630  -1.322  -1.437
C  -2.184  -1.323  -2.716
C  -2.510  -2.560  -3.304
C  -3.484  -2.630  -4.302
C  -4.234  -1.490  -4.625
C  -3.900  -0.256  -4.029
C  -2.829  -0.127  -3.171
H  -3.120  -4.116  -0.865
H  -3.976  -6.676  -0.758
H  -5.929  -7.960  -0.151
H  -7.514  -7.161  1.659
H  -7.325  -4.917  2.569
H  -5.305  -3.472  1.977
H  -2.134  -3.407  -2.747
H  -3.702  -3.618  -4.714
H  -4.931  -1.364  -5.458
H  -4.460  0.651  -4.276
H  -2.456  0.887  -2.913
Se  3.340  -4.324  -0.393
C  2.199  -2.904  -0.498
N  1.489  -1.984  -0.694
N  1.060  0.859  -1.679
P  1.796  1.615  -2.891
C  3.571  1.698  -2.934
C  4.254  0.695  -2.230
C  5.622  0.885  -1.969
C  6.344  1.910  -2.565
C  5.650  2.778  -3.404
C  4.302  2.702  -3.591
C  1.372  0.730  -4.424
C  1.971  1.085  -5.655
C  2.020  0.213  -6.727
C  1.419  -1.015  -6.599
C  0.672  -1.321  -5.475
C  0.672  -0.436  -4.407
C  1.256  3.393  -3.269
C  1.954  4.525  -2.817
C  1.572  5.828  -3.203
C  0.530  5.970  -4.154
C  -0.229  4.840  -4.502
C  0.184  3.582  -4.124
H  3.806  -0.254  -1.961
H  6.163  0.148  -1.347
H  7.418  2.003  -2.433
H  6.195  3.604  -3.913
H  3.881  3.450  -4.234
H  2.449  2.118  -5.721
H  2.495  0.572  -7.637
H  1.401  -1.746  -7.409
H  0.125  -2.227  -5.383
H  0.210  -0.701  -3.438
H  2.796  4.458  -2.132
H  2.100  6.655  -2.663
H  0.350  6.988  -4.537
H  -1.193  5.004  -5.051
H  -0.327  2.717  -4.512

Output
gap between HOMO and LUMO: 4.7 eV

Atomic partial charges in e from the Mulliken method, atoms 1 to 8: Zr 1.118; C -0.863; O -0.334; C 0.428; C -0.582; C -0.577; C -0.736; C 0.022